# 1
This record from the Open Molecules 2025 dataset describes a cluster of 2 separate species, C3H11N2O in total in a non-equilibrium geometry. The level of theory is the ωB97M-V functional and the def2-TZVPD basis.

Summary:
HOMO level = -12.720 eV
DFT total energy = -8309.7842 eV
strongest force on any atom = 4.44 eV/A
energy relative to the best compared isomer or geometry (same formula, charge and spin) = 46.31 kcal/mol
frontier orbital gap = 0.3405 Eh
M = 91.13 g/mol

```
! wB97M-V def2-TZVPD RIJCOSX def2/J DEFGRID3
* xyz 1 1
H 1.37998 2.10690 -1.64249
H 0.83918 -2.40792 1.86153
N 0.54022 -1.23544 -0.30014
H -1.18217 0.76476 1.76740
C -0.10477 -0.75943 0.78382
H -0.86866 0.57409 -1.14193
H 1.23025 -0.86984 2.45377
C -0.85640 0.35777 0.81025
H 1.00679 -2.17839 -0.27770
C 0.37744 -1.39356 2.01920
H 1.01515 1.80006 -3.01975
H -2.29771 1.32011 -0.27588
H 0.56388 -0.80017 -1.25170
N -1.25104 1.09311 -0.39954
H -0.86852 1.98278 -0.41878
H -0.36890 -1.38227 2.79498
O 1.00361 1.35720 -2.20392
*
```

---

# 2
This record from the Open Molecules 2025 dataset describes a structure of composition C23H55ClCsN15O2 in a non-equilibrium geometry. The level of theory is the ωB97M-V functional and the def2-TZVPD basis.

Summary:
HOMO level = -4.786 eV
DFT total energy = -64252.2723 eV
strongest force on any atom = 2.77 eV/A
frontier orbital gap = 0.1646 Eh
M = 742.15 g/mol

```
! wB97M-V def2-TZVPD RIJCOSX def2/J DEFGRID3
* xyz 0 1
N 3.24026 -0.98635 3.79606
H -3.64993 0.15468 -3.04874
C -0.48233 -1.79861 2.98567
H -2.94680 -0.34958 2.73602
H 1.45050 -0.38110 -2.71814
C -5.24152 1.41021 2.18461
N -0.34780 2.63277 -1.93362
H 2.12775 -3.74152 -4.09876
C -3.30624 0.06890 -2.01531
Cs -0.56898 0.59037 0.32794
H 2.26531 -1.42364 5.61394
H 3.08989 -1.45576 -0.33042
H 0.57783 -0.41774 -4.27137
H 1.25807 2.82559 -5.34564
C -0.38131 -5.06688 -3.58939
C 0.54417 -0.66510 2.90010
C -0.81240 3.06761 2.88366
H -0.67105 -4.15707 1.54690
H 3.38545 2.17807 -1.65744
C -4.55906 2.06678 -1.46748
H -2.05055 -2.92822 -0.49443
H -0.13078 3.13456 -4.38364
H -1.48658 3.57488 2.17464
H -1.10099 -4.38110 -0.71084
H -6.71878 0.25754 -0.61913
H -0.66625 3.75260 3.72646
C 0.92574 -5.32961 -1.53869
H 0.03152 0.20266 2.49538
H -1.21878 -1.47590 3.72434
H 5.03578 -2.24776 2.72167
C 2.85490 -0.96732 2.46177
H 4.10971 0.34876 5.14146
H -0.29325 -0.66742 -2.73260
C 3.57923 -0.61522 0.18029
H 5.20950 -0.91839 4.57496
C -0.54004 -3.19897 1.00998
H 4.79638 -2.76929 1.04941
H 1.84340 -2.38190 -5.19799
N 0.97768 2.36381 -2.14690
H -3.17020 -0.97801 -1.75482
H -4.20281 1.42350 2.50596
C 4.38940 -0.25337 4.27216
N -1.18320 -2.11132 1.73110
H 0.52977 -2.98361 0.98462
N 3.91550 -0.91796 1.55439
Cl -1.85466 1.71043 3.69305
H -0.62043 -4.34086 -4.36528
H 4.49916 -0.36677 -0.35397
N -3.29851 -0.36952 0.66248
H 4.75149 0.41297 3.49411
H 0.11388 -5.92031 -4.06094
H 3.27941 2.60105 -4.18917
H 5.94038 -1.46478 1.41972
C -3.38364 -0.99850 1.97301
H 1.87153 -2.48898 4.25893
H 0.11712 -5.94971 -1.13325
H -2.80189 -2.84773 2.90342
H -5.07581 2.14075 -2.42719
H 0.83426 -0.37563 3.91380
C 4.97571 -1.89795 1.69424
C -2.61460 -2.31700 1.95563
N 1.66117 -0.94206 2.01389
H -3.62352 2.63384 -1.53440
H -5.56254 2.45131 2.05143
C 2.67181 -1.92690 4.73129
C -4.27981 0.31348 0.20644
H 1.70629 -6.00386 -1.90641
O -1.18174 2.65102 -2.84156
H -7.02381 1.81348 0.17792
H -5.18047 2.52696 -0.70440
H -0.00528 -2.70903 3.38497
N -0.23484 -2.53541 -1.34693
C 1.45562 2.47658 -3.37001
N 3.40550 1.51162 -2.42625
H 1.34050 -4.73753 -0.72416
H -7.44700 0.30698 0.99611
C 0.31695 -3.08151 -2.35789
C -6.70866 0.77377 0.33777
C -1.03523 -3.32584 -0.43179
H -3.02865 -2.93509 1.15883
N 0.87332 3.04717 -4.44299
H 3.43682 -2.63824 5.06984
H -5.84800 0.96844 2.98046
N -5.39998 0.67685 0.94204
H 2.89918 0.23184 0.14150
N -4.30119 0.67012 -1.14458
N 2.73142 2.04767 -3.54724
N 0.49149 -4.45850 -2.60787
H -4.42479 -1.18824 2.26451
H -2.33674 0.57975 -1.95328
C 0.62942 -0.85605 -3.27073
H 2.88366 -2.16828 -3.77955
C 1.97881 -2.66852 -4.15174
O -0.64380 2.75168 -0.76222
N 0.81658 -2.28349 -3.37869
H -1.32006 -5.42242 -3.14264
H 4.36200 1.33540 -2.70173
*
```

---

# 3
This record from the Open Molecules 2025 dataset describes a structure of composition C8H18BF3INO4S in a non-equilibrium geometry. The level of theory is the ωB97M-V functional and the def2-TZVPD basis.

Summary:
HOMO level = -7.438 eV
DFT total energy = -46031.5881 eV
strongest force on any atom = 2.42 eV/A
frontier orbital gap = 0.2111 Eh
M = 419.01 g/mol

```
! wB97M-V def2-TZVPD RIJCOSX def2/J DEFGRID3
* xyz 0 1
H -0.05356 0.72267 -1.85296
H -0.27903 -1.96928 -0.63611
F -0.62730 -1.07310 4.05137
B -1.10229 2.02095 0.77125
C 0.12694 2.03446 1.73093
H 2.26329 0.20107 -2.86434
H 0.00791 2.81295 2.48837
H 2.75277 1.15817 -1.49008
H -2.53212 -1.06838 -2.00302
F -1.12893 -3.01333 3.23910
C -1.93693 -0.32232 -1.48072
N 0.31789 -1.37267 -1.18536
H 3.61584 -1.02220 -0.44951
H 0.99004 2.34624 1.13639
H 3.99065 0.30072 -2.42994
H 0.38909 1.08660 2.19906
F -0.30788 -1.48452 1.96086
I 0.19095 2.63104 -2.88624
H -2.37246 0.65541 -1.70052
C -2.63509 0.01934 2.57167
H 2.23508 -2.05520 -2.67219
H 1.56703 -1.57999 0.45630
C 2.79533 -0.99285 -1.16825
H -0.45622 -0.60599 -2.96809
H -0.68464 2.90612 -0.93147
H 1.32752 0.11432 -0.04029
S -2.52663 0.67527 0.84320
O 2.84509 -2.17603 -1.93696
O -1.36741 2.92535 -0.14800
C -1.11933 -1.71559 2.98449
C -0.46371 -0.36264 -1.90337
O -2.40893 -1.35016 2.72251
H -2.01822 0.64554 3.21656
C 2.97632 0.24443 -2.03846
C 1.44943 -0.91624 -0.39644
H -3.67155 0.18583 2.84830
O -2.14895 -0.60602 -0.03806
*
```